Entry 1:
Formula: C3H6FIN2O5S2
Source: the OMol25 dataset
Level of theory: ωB97M-V/def2-TZVPD

CARTESIAN COORDINATES (ANGSTROEM)
C (-1.568, 0.403, -1.478)
C (-2.012, 0.368, 0.016)
C (-0.474, 1.365, -1.644)
N (-0.753, -3.190, -0.444)
N (1.232, -0.139, 2.374)
O (-3.009, -2.083, -0.913)
O (1.140, -1.440, 0.252)
O (-0.976, -0.831, -1.779)
O (-1.514, -0.791, 0.563)
O (0.751, 0.945, 0.199)
F (-0.670, 2.615, -1.380)
S (-1.582, -1.945, -0.691)
S (1.416, -0.205, 0.871)
I (-4.206, 0.400, 0.266)
H (-2.477, 0.550, -2.020)
H (-1.709, 1.316, 0.617)
H (0.217, 1.181, -2.526)
H (-0.050, -2.920, 0.224)
H (1.604, 0.794, 2.770)
H (2.778, -0.017, 0.686)

Output
LUMO level (alpha / beta) = -2.85 / -2.85 eV
HOMO energy (alpha / beta) = -9.34 / -9.34 eV
frontier orbital gap (alpha / beta) = 6.49 / 6.49 eV

These are the Löwdin partial charges, in e, on atoms 1 to 2: C -0.362; C -0.711



Entry 2:
Formula: C3H6FN
Source: the OMol25 dataset
Level of theory: ωB97M-V/def2-TZVPD

CARTESIAN COORDINATES (ANGSTROEM)
C (-0.606, -0.738, 0.314)
C (0.644, 0.384, 0.273)
C (1.867, 0.388, -0.090)
H (-2.616, -0.480, -0.716)
H (-1.921, 0.910, -0.293)
H (-0.409, -1.729, -0.346)
H (-0.825, -0.873, 1.483)
H (0.460, 1.539, 0.512)
H (2.419, 1.281, -0.390)
N (-1.597, 0.003, -0.479)
F (2.584, -0.686, -0.267)

Output
LUMO level = 1.10 eV
SMILES = NC/C=C\F
HOMO energy = -9.25 eV
frontier orbital gap = 10.34 eV

These are the Löwdin partial charges, in e, on atoms 1 to 2: C -0.236; C -0.086



Entry 3:
Formula: C3H6FNO
Source: the OMol25 dataset
Level of theory: ωB97M-V/def2-TZVPD

CARTESIAN COORDINATES (ANGSTROEM)
C (0.760, -0.751, -1.248)
C (-0.524, -1.033, -0.245)
C (-0.047, 1.960, 1.316)
H (0.988, -1.825, -1.508)
H (1.595, -0.230, -0.727)
H (-0.490, -2.199, 0.468)
H (-1.388, -1.121, -0.954)
H (-1.036, 2.362, 1.498)
H (0.808, 2.499, 1.861)
N (0.134, 0.547, 1.258)
O (-0.999, 0.008, 0.635)
F (0.198, -0.218, -2.354)

Output
LUMO level = 0.23 eV
HOMO energy = -9.60 eV
frontier orbital gap = 9.82 eV

These are the Löwdin partial charges, in e, on atoms 1 to 2: C -0.203; C -0.170



The evaluated E_tot for the records listed, in turn: -1797.298793 -272.416332 -347.589481 Eh.
The evaluated relative energy (zero: lowest compared OMol25 entry of this formula, charge and spin) for the records listed, in turn: 66.8 196.4 521.4 kJ/mol.